Computed, not measured: a cluster of 13 separate species, C96H219N13O20 in total, with wB97M-V/def2-TZVPD.

Cartesian coordinates (Å):
C  1.92389  6.23876  5.85876
C  1.92444  5.29677  4.68219
C  0.50551  5.59934  4.00185
C  0.30492  5.08786  2.62088
C  1.42154  5.70540  1.68612
C  2.85711  5.53325  2.26412
N  2.96950  5.73655  3.75052
O  4.28031  5.55806  4.20216
C  3.26904  4.11482  1.81013
C  3.67147  6.69645  1.55794
C  2.05480  3.87722  5.22171
H  2.86120  6.20896  6.41435
H  1.11150  6.05687  6.56235
H  1.74670  7.24865  5.48887
H  -0.25277  5.16380  4.65255
H  0.52211  6.68442  3.89972
H  -0.56343  5.37733  2.02905
H  0.51406  4.02820  2.76750
H  1.21606  6.71759  1.33778
H  1.38154  5.09535  0.78371
H  3.33497  4.06324  0.72335
H  4.26493  3.88722  2.19025
H  2.61440  3.32730  2.18344
H  3.82493  6.53388  0.49111
H  3.12935  7.63702  1.65558
H  4.66080  6.87429  1.97948
H  3.12127  3.67664  5.32422
H  1.78594  3.06114  4.55101
H  1.49964  3.72237  6.14687
H  4.43508  6.39103  4.65360
C  -6.20307  -2.09304  2.44219
C  -6.83524  -1.68086  1.07878
C  -5.70183  -1.86273  0.09592
C  -6.21863  -1.96506  -1.39196
C  -7.06702  -3.32368  -1.52198
C  -7.88414  -3.74870  -0.15893
N  -8.00893  -2.56251  0.76538
O  -8.88091  -2.76984  1.84149
C  -9.23855  -4.33836  -0.61900
C  -7.06116  -4.82351  0.62011
C  -7.33972  -0.18990  1.18734
H  -5.29616  -1.48975  2.48282
H  -5.88264  -3.13409  2.48258
H  -6.84513  -1.93100  3.30798
H  -5.14441  -0.92717  0.05007
H  -5.06888  -2.71700  0.33615
H  -5.44449  -1.97790  -2.15920
H  -6.92015  -1.14452  -1.54254
H  -6.35694  -4.14718  -1.59765
H  -7.71590  -3.50117  -2.37963
H  -10.01999  -3.62930  -0.89230
H  -9.02283  -5.08023  -1.38789
H  -9.73935  -4.85844  0.19759
H  -7.50290  -5.31156  1.48889
H  -6.53227  -5.53360  -0.01561
H  -6.13249  -4.37359  0.97116
H  -7.85842  0.18126  0.30343
H  -6.50174  0.50673  1.21190
H  -7.93032  -0.14761  2.10249
H  -9.64829  -2.28402  1.53051
C  -0.51619  -3.28359  3.41746
C  -1.05912  -2.55396  4.70558
C  0.12298  -2.96267  5.71501
C  0.10244  -2.16801  7.01300
C  0.15261  -0.67625  6.63714
C  -0.97227  -0.09537  5.72296
N  -1.15984  -1.12627  4.58878
O  -2.01106  -0.72874  3.57041
C  -2.27076  0.20507  6.56598
C  -0.53357  1.24653  5.27959
C  -2.42315  -3.12424  5.19498
H  0.34590  -2.72520  3.05264
H  -1.27053  -3.15536  2.64117
H  -0.33749  -4.34790  3.57051
H  -0.03512  -3.95064  6.14747
H  1.14753  -2.97182  5.34311
H  0.94730  -2.37990  7.66830
H  -0.72379  -2.46288  7.65992
H  1.20144  -0.49361  6.40326
H  -0.01148  -0.22104  7.61385
H  -3.14109  0.46231  5.96228
H  -2.65402  -0.58774  7.20838
H  -2.10718  1.05975  7.22238
H  -1.33476  1.85137  4.85489
H  0.00636  1.87832  5.98487
H  0.21194  0.98661  4.52808
H  -3.27889  -2.68398  4.68314
H  -2.64550  -2.73378  6.18805
H  -2.46896  -4.21270  5.15937
H  -1.44939  -0.47304  2.83506
C  6.50075  3.82450  0.50030
C  7.69172  3.31759  -0.27825
C  7.60391  3.56140  -1.77151
C  8.87199  3.27871  -2.60625
C  10.03332  4.05960  -2.02948
C  10.28033  3.64910  -0.56534
N  9.03548  3.89492  0.17104
O  9.18875  3.75996  1.42658
C  10.76494  2.21179  -0.44240
C  11.49389  4.55855  -0.21305
C  7.61438  1.77139  0.05220
H  5.58641  3.47003  0.02446
H  6.46026  4.91330  0.53147
H  6.53374  3.51946  1.54623
H  6.76048  3.02827  -2.21028
H  7.39692  4.61785  -1.94228
H  8.66547  3.61129  -3.62352
H  9.05738  2.20548  -2.64983
H  9.75855  5.10069  -2.19898
H  10.91359  3.71336  -2.57110
H  9.87455  1.66642  -0.75527
H  11.57263  1.89107  -1.10033
H  10.79947  1.92460  0.60852
H  11.66335  4.51191  0.86269
H  12.43564  4.36105  -0.72511
H  11.35152  5.62559  -0.38407
H  6.75994  1.43783  0.64106
H  8.41389  1.50702  0.74429
H  7.69953  1.17854  -0.85851
H  8.97705  4.65379  1.70560
C  8.65713  -1.10846  3.63573
C  7.99214  -0.01054  4.46008
C  7.61633  1.18657  3.56199
C  6.51863  2.06755  4.22902
C  5.33943  1.22608  4.53972
C  5.66151  0.14446  5.58812
N  6.81891  -0.60211  5.03586
O  7.12562  -1.83947  5.90419
C  5.82348  0.73274  7.00656
C  4.42174  -0.78107  5.64426
C  8.87788  0.69714  5.54105
H  8.00112  -1.69798  2.99525
H  9.23322  -1.77563  4.27691
H  9.39079  -0.67091  2.95868
H  8.46408  1.81732  3.29442
H  7.27457  0.87992  2.57343
H  6.43739  2.74035  3.37530
H  6.83064  2.62739  5.11069
H  5.00407  0.72244  3.63309
H  4.42837  1.75349  4.82242
H  4.85008  1.14654  7.26993
H  6.06778  -0.00585  7.77004
H  6.61737  1.47831  7.05083
H  4.33204  -1.42895  6.51621
H  3.48557  -0.24787  5.47880
H  4.61520  -1.34208  4.72996
H  9.27702  -0.08462  6.18730
H  8.36522  1.46439  6.12123
H  9.78673  1.15421  5.14967
H  7.13060  -2.56543  5.27605
C  4.18990  0.43450  -3.97325
C  3.02630  0.45929  -5.01313
C  3.11305  1.76368  -5.87544
C  2.16468  1.84302  -7.17000
C  2.53974  0.63266  -8.02231
C  2.42811  -0.75908  -7.20383
N  3.23595  -0.68234  -5.95257
O  3.43689  -1.89750  -5.30805
C  0.92108  -1.00563  -7.03198
C  2.93718  -1.94911  -8.16025
C  1.77377  0.21987  -4.25199
H  3.95970  1.13199  -3.16789
H  5.20632  0.48547  -4.36364
H  4.13847  -0.48130  -3.38440
H  2.77341  2.51158  -5.15893
H  4.14470  2.08810  -6.01166
H  2.21359  2.82521  -7.64013
H  1.18616  2.08476  -6.75507
H  3.52550  1.00283  -8.30400
H  1.89779  0.67166  -8.90236
H  0.81841  -1.94290  -6.48508
H  0.36859  -0.28825  -6.42517
H  0.35002  -1.15475  -7.94836
H  3.89518  -1.54458  -8.48688
H  3.04770  -2.90170  -7.64212
H  2.29628  -2.13152  -9.02284
H  1.60102  -0.82325  -3.98714
H  0.84542  0.49415  -4.75302
H  1.57268  0.88568  -3.41272
H  2.52262  -2.17855  -5.22609
C  -4.47033  11.83661  -2.42055
O  -4.75436  10.99903  -1.28064
C  -3.99169  11.31011  -0.08614
C  -4.59613  10.77911  1.21253
N  -4.35960  9.32203  1.15718
C  -4.35917  8.54854  2.42862
C  -3.06701  7.73657  2.80685
O  -3.13344  6.49301  2.07785
C  -2.90621  6.70565  0.71241
H  -4.63339  11.20501  -3.29381
H  -3.50688  12.32658  -2.56126
H  -5.15742  12.68259  -2.43887
H  -3.82566  12.38407  -0.00162
H  -2.97368  10.93892  -0.20437
H  -5.66154  10.97982  1.09977
H  -4.18486  11.25138  2.10467
H  -4.99375  8.89302  0.49847
H  -5.17011  7.82199  2.37764
H  -4.53510  9.17761  3.30121
H  -3.06641  7.52286  3.87569
H  -2.17324  8.36020  2.78774
H  -1.99212  7.26763  0.52076
H  -3.69748  7.34697  0.32418
H  -2.77247  5.78031  0.15210
C  3.82661  -1.44191  -0.12513
O  2.58353  -1.20641  0.73451
C  2.07508  0.11457  0.80553
C  0.98591  0.22563  1.85222
N  -0.39957  0.32088  1.31020
C  -0.61507  -0.82426  0.37654
C  -1.90217  -0.54774  -0.26571
O  -2.07869  0.62298  -1.13935
C  -3.28336  0.63543  -1.95249
H  3.61343  -1.46809  -1.19376
H  4.26275  -2.36551  0.25545
H  4.58339  -0.67118  0.02096
H  1.57617  0.30667  -0.14436
H  2.82233  0.90719  0.84388
H  1.18873  0.82660  2.73867
H  0.96447  -0.74059  2.35625
H  -0.51942  1.20863  0.84369
H  -0.85186  -1.74149  0.91573
H  0.01928  -1.18343  -0.43383
H  -2.75644  -0.62778  0.40653
H  -2.19217  -1.47274  -0.76410
H  -3.07657  0.23195  -2.94373
H  -3.73055  1.61608  -2.11511
H  -4.01873  -0.08756  -1.59948
C  6.36729  -11.30799  -3.59828
O  6.03814  -9.85714  -3.76704
C  7.10101  -9.03752  -4.26910
C  6.64951  -7.63528  -3.96241
N  5.44302  -7.27538  -4.52050
C  5.11573  -5.88343  -4.32861
C  3.68540  -5.54761  -4.65221
O  2.79018  -5.95933  -3.62885
C  2.12249  -7.20710  -3.81735
H  5.43000  -11.72436  -3.22919
H  7.22004  -11.59946  -2.98512
H  6.57793  -11.64119  -4.61451
H  7.27453  -9.13735  -5.34056
H  8.03859  -9.36276  -3.81825
H  7.50911  -7.06704  -4.31780
H  6.62003  -7.53950  -2.87703
H  4.81271  -8.02906  -4.28646
H  5.89719  -5.30075  -4.81636
H  5.16575  -5.52315  -3.30109
H  3.32888  -5.67102  -5.67483
H  3.64878  -4.45830  -4.66524
H  1.72396  -7.26447  -4.83025
H  1.21327  -7.35102  -3.23364
H  2.87099  -7.99866  -3.85327
C  -4.57549  1.58449  3.24708
O  -5.31641  2.17170  2.26796
C  -4.92371  3.53870  1.93483
C  -5.61428  3.78265  0.63225
N  -7.10085  3.91112  0.40260
C  -7.77405  4.67137  1.39568
C  -9.33113  4.74101  0.97867
O  -9.92398  3.48034  0.96194
C  -11.22833  3.52596  0.42546
H  -4.77243  2.03017  4.22211
H  -3.49998  1.40792  3.26091
H  -5.11509  0.63866  3.29530
H  -3.84244  3.49832  1.80323
H  -5.25123  4.16101  2.76763
H  -5.46635  2.95128  -0.05699
H  -5.25106  4.64332  0.07064
H  -7.45767  2.96945  0.48037
H  -7.37580  5.68269  1.31371
H  -7.51058  4.21518  2.34992
H  -9.53071  5.39230  0.12773
H  -9.75581  5.28724  1.82093
H  -12.03745  3.87599  1.06647
H  -11.62302  2.55076  0.14034
H  -11.33619  4.13955  -0.46895
C  -4.36480  -6.55366  -10.02113
O  -5.62645  -6.37054  -9.37107
C  -6.16562  -7.52310  -8.72320
C  -7.42605  -7.14308  -7.86417
N  -7.35484  -7.09266  -6.36455
C  -7.07806  -5.76736  -5.74442
C  -5.60885  -5.48368  -5.82732
O  -5.26118  -4.46697  -4.88919
C  -4.09637  -4.77328  -4.14410
H  -4.08509  -5.61128  -10.49207
H  -4.47443  -7.24469  -10.85692
H  -3.58294  -7.02005  -9.42173
H  -5.47265  -8.17694  -8.19369
H  -6.66956  -8.02980  -9.54625
H  -8.18705  -7.88948  -8.09195
H  -7.78176  -6.15645  -8.16105
H  -7.04729  -7.96258  -5.95376
H  -7.22798  -5.82355  -4.66624
H  -7.54096  -4.89764  -6.21069
H  -5.28301  -5.11316  -6.79924
H  -5.05468  -6.40166  -5.63160
H  -3.32614  -5.14213  -4.82144
H  -4.27716  -5.61761  -3.47888
H  -3.75617  -3.84849  -3.67813
C  -10.79662  0.20784  -2.15663
O  -9.94010  0.21046  -3.27372
C  -8.68999  0.86447  -2.88241
C  -7.58007  0.70142  -3.98442
N  -7.51350  1.93149  -4.77167
C  -6.93416  1.64065  -6.05115
C  -7.18569  2.86772  -6.95897
O  -8.51225  2.97372  -7.56138
C  -8.81488  4.17145  -8.24176
H  -11.59929  -0.44304  -2.50328
H  -11.26372  1.10669  -1.75416
H  -10.25007  -0.26860  -1.34275
H  -8.35178  0.46056  -1.92817
H  -8.98800  1.89934  -2.71414
H  -7.82375  -0.19052  -4.56161
H  -6.62790  0.46009  -3.51194
H  -8.41425  2.38184  -4.84870
H  -7.30315  0.71526  -6.49343
H  -5.85592  1.60532  -5.89542
H  -6.40940  2.83762  -7.72354
H  -6.99431  3.74701  -6.34389
H  -9.89660  4.30042  -8.20486
H  -8.52672  4.22847  -9.29143
H  -8.52640  5.07106  -7.69809
C  4.73252  -8.35099  1.39950
O  5.56917  -8.07670  2.53354
C  5.63167  -6.71036  2.83531
C  6.46720  -6.26422  4.03655
N  5.87964  -6.61648  5.30645
C  4.80596  -5.70219  5.91885
C  3.69457  -6.54737  6.56053
O  2.53521  -5.71800  6.91866
C  2.61805  -5.05792  8.18387
H  3.73229  -7.91797  1.38744
H  4.52711  -9.40985  1.24229
H  5.39232  -8.01428  0.59987
H  4.71120  -6.12731  2.80582
H  6.09129  -6.35780  1.91198
H  6.59284  -5.18907  3.90856
H  7.43743  -6.70168  3.80121
H  5.65269  -7.58800  5.46373
H  4.44856  -5.02239  5.14540
H  5.25356  -5.12544  6.72824
H  4.23778  -7.07787  7.34258
H  3.28288  -7.22830  5.81558
H  2.98330  -5.61061  9.04945
H  1.62820  -4.92077  8.61917
H  2.95873  -4.02544  8.10642

Calculated values
Highest occupied orbital energy in eV: -7.6
DFT total energy in eV: -163394.5322
Energy relative to the best compared isomer or geometry (same formula, charge and spin) in kJ/mol: 1158.37
Kohn-Sham gap in eV: 7.765

These are the Löwdin partial charges, in e, on atoms 1 to 6: -0.059, -0.497, -0.133, -0.160, -0.129, -0.433